Record 1
Here is a 2-piece molecular cluster, C4H12 overall in a non-equilibrium geometry from the Open Molecules 2025 dataset. Energies are from wB97M-V/def2-TZVPD.

* SMILES: CC.CC
* HOMO: -0.4149 Ha
* gap between HOMO and LUMO: 12.3887 eV
* max |F|: 3.184 eV/Å
* net charge: 0
* energy above the lowest of the compared OMol25 structures with the same formula, charge and spin: 23.83 kcal per mole
* total energy: -159.5470 a.u.
* lowest unoccupied orbital energy: 1.10 eV

```
16
Properties=species:S:1:pos:R:3:nbo_charge:R:1
C 2.744 0.930 -1.151 -0.62
C 1.996 -0.086 -0.222 -0.60
C -2.793 -0.444 1.324 -0.62
C -1.905 -0.429 0.094 -0.62
H 1.991 1.082 -1.959 0.19
H 2.118 -1.036 -0.738 0.20
H -3.749 -0.623 0.791 0.21
H 2.738 1.924 -0.691 0.21
H -3.020 0.479 1.856 0.21
H -1.669 0.605 -0.246 0.21
H 3.560 0.505 -1.738 0.21
H -2.288 -0.982 -0.767 0.21
H -0.836 -0.609 0.284 0.21
H 0.993 0.303 -0.197 0.20
H 2.399 -0.138 0.781 0.20
H -2.547 -1.258 1.985 0.21
```


Record 2
Here is a 2-piece molecular cluster, C4H17OPSi3 overall in a non-equilibrium geometry from the Open Molecules 2025 dataset. Energies are from wB97M-V/def2-TZVPD.

* HOMO: -0.3333 Ha
* gap between HOMO and LUMO: 9.4246 eV
* max |F|: 3.955 eV/Å
* net charge: 0
* energy above the lowest of the compared OMol25 structures with the same formula, charge and spin: 26.50 kcal per mole
* total energy: -1447.6240 a.u.
* lowest unoccupied orbital energy: 0.36 eV

```
26
Properties=species:S:1:pos:R:3:nbo_charge:R:1
P 3.871 0.411 -0.999 0.18
Si -3.140 1.150 -0.070 1.49
Si -1.943 -1.718 -0.652 1.48
Si 2.375 -0.528 0.446 0.80
O -2.443 -0.272 -0.170 -1.28
C -0.131 -2.066 -0.080 -0.84
C -5.008 1.007 -0.159 -1.12
C 5.089 0.843 0.320 -0.96
C 0.678 -0.814 -0.440 -0.84
H -5.398 1.786 0.449 0.24
H 3.200 2.226 -1.015 -0.05
H -2.916 2.092 -1.253 -0.23
H 0.273 -2.857 -0.691 0.23
H 6.012 1.260 -0.168 0.23
H -5.271 -0.030 0.226 0.23
H 4.670 1.617 0.921 0.23
H -2.287 -1.695 -2.123 -0.20
H 5.520 -0.025 0.829 0.23
H -2.647 1.774 1.174 -0.22
H -2.690 -2.614 0.099 -0.24
H 0.653 -0.711 -1.499 0.23
H -0.070 -2.436 0.898 0.23
H 0.074 0.216 -0.089 0.22
H -5.407 0.965 -1.129 0.24
H 3.188 -1.961 0.430 -0.14
H 2.047 0.252 1.688 -0.14
```


> Which of these has the lowest max |F|?

C4H12


> Number 1 is which compound?

C4H12


> Which value of energy above the lowest of the compared OMol25 structures with the same formula, charge and spin does entry 2 give?

26.50 kcal per mole


> What is the HOMO in the second record?

-0.3333 Ha